{
  "formula": "C26H22ClF2N5",
  "method": "ωB97M-V/def2-TZVPD",
  "smiles": "Fc1ccc(Cn2nnnc2[C@@H](c2ccc(Cl)cc2)N2CC=C(c3ccc(F)cc3)CC2)cc1",
  "lumo_ev": 0.3877,
  "energy_ev": -52725.95851,
  "charge": 0,
  "spin_multiplicity": 1,
  "homo_energy_ev": -8.42,
  "symbols": ["F", "C", "C", "C", "C", "C", "N", "N", "N", "N", "C", "C", "C", "C", "C", "C", "Cl", "C", "C", "N", "C", "C", "C", "C", "C", "C", "C", "F", "C", "C", "C", "C", "C", "C", "H", "H", "H", "H", "H", "H", "H", "H", "H", "H", "H", "H", "H", "H", "H", "H", "H", "H", "H", "H", "H", "H"],
  "coordinates": [[-7.012, -2.645, 0.102], [-6.215, -1.586, -0.136], [-4.858, -1.696, 0.109], [-4.043, -0.607, -0.143], [-4.584, 0.576, -0.632], [-3.691, 1.766, -0.904], [-2.873, 2.073, 0.236], [-3.353, 2.801, 1.249], [-2.460, 2.861, 2.140], [-1.374, 2.195, 1.775], [-1.614, 1.697, 0.582], [-0.705, 0.854, -0.249], [0.684, 1.458, -0.360], [1.363, 1.961, 0.743], [2.661, 2.421, 0.622], [3.293, 2.374, -0.610], [4.934, 2.893, -0.754], [2.618, 1.918, -1.730], [1.316, 1.472, -1.598], [-0.774, -0.515, 0.271], [-0.193, -0.724, 1.587], [1.287, -0.960, 1.553], [1.934, -1.373, 0.464], [3.401, -1.485, 0.424], [4.187, -0.589, 1.150], [5.566, -0.646, 1.109], [6.169, -1.617, 0.331], [7.516, -1.681, 0.281], [5.424, -2.524, -0.399], [4.045, -2.448, -0.351], [1.188, -1.677, -0.808], [-0.333, -1.557, -0.634], [-5.950, 0.665, -0.861], [-6.776, -0.418, -0.620], [-4.455, -2.619, 0.492], [-2.982, -0.684, 0.053], [-4.299, 2.649, -1.113], [-3.040, 1.569, -1.763], [-1.129, 0.801, -1.261], [0.866, 2.015, 1.698], [3.183, 2.815, 1.480], [3.106, 1.911, -2.692], [0.788, 1.129, -2.478], [-0.423, 0.136, 2.218], [-0.699, -1.595, 2.029], [1.812, -0.784, 2.479], [3.709, 0.178, 1.738], [6.173, 0.053, 1.662], [5.923, -3.273, -0.993], [3.470, -3.167, -0.914], [1.410, -2.694, -1.138], [1.548, -1.000, -1.587], [-0.811, -1.406, -1.607], [-0.716, -2.494, -0.217], [-6.376, 1.586, -1.231], [-7.838, -0.363, -0.794]],
  "atomic_forces_ev_per_a": [[0.0368, 0.0594, -0.0035], [0.0541, 0.1634, -0.0626], [-0.1772, -0.0661, -0.0107], [-0.1920, 0.0597, -0.0955], [-0.0732, 0.0721, -0.0630], [-0.4751, -0.2165, -0.3209], [1.3936, 0.0078, 0.6014], [-1.2013, 0.2248, -0.5461], [-0.1856, 0.4584, 0.8313], [0.7387, -0.4685, -0.3301], [-0.7690, 0.3401, -0.2166], [0.1219, -0.1724, 0.0472], [-0.0365, 0.1425, -0.3242], [0.0973, 0.1131, -0.0494], [0.0262, 0.0293, -0.0595], [-0.2398, -0.0636, -0.0533], [0.1822, 0.0698, -0.0045], [0.1604, 0.0433, 0.0005], [-0.0922, 0.0998, 0.1887], [-0.0667, 0.0273, -0.0206], [-0.0993, 0.0075, 0.1085], [-0.0133, -0.2892, -0.1659], [-0.2983, -0.0974, 0.1255], [0.2520, 0.0484, 0.0759], [-0.0280, -0.1483, -0.0933], [0.2637, -0.1235, -0.0398], [-0.1519, -0.0122, 0.0064], [-0.1103, 0.0179, 0.0006], [0.2794, 0.0700, 0.0456], [-0.0868, 0.1177, 0.0811], [-0.1778, 0.1006, 0.0718], [0.0967, -0.1232, -0.1501], [0.2184, -0.0507, 0.0025], [-0.0628, -0.2708, 0.0746], [0.0143, -0.1229, 0.0446], [0.1259, -0.0163, 0.0517], [0.1556, -0.0955, -0.0486], [-0.0455, 0.1478, 0.1397], [0.0915, 0.0359, 0.1357], [0.0325, -0.0088, 0.0752], [0.0818, 0.0342, 0.0796], [0.0774, 0.0135, -0.0714], [-0.0582, -0.0685, -0.0665], [-0.0032, -0.1282, 0.0260], [0.0245, 0.1171, 0.0782], [0.2049, 0.0058, 0.1284], [-0.0409, 0.0785, 0.0375], [0.0843, 0.0714, 0.0407], [0.0735, -0.0648, -0.0424], [-0.0628, -0.0457, -0.0680], [0.0315, -0.0025, -0.0630], [0.0286, -0.1426, -0.0211], [-0.0311, -0.0628, 0.0188], [0.0026, -0.0114, -0.0980], [-0.0559, 0.1181, -0.0259], [-0.1156, -0.0229, -0.0030]]
}


{
  "formula": "C26H22CoN3OPS2",
  "method": "ωB97M-V/def2-TZVPD",
  "e_above_lowest_kj_mol": 0.0,
  "lumo_ev": -4.5593,
  "energy_ev": -102419.96648,
  "charge": 1,
  "spin_multiplicity": 1,
  "homo_energy_ev": -11.20,
  "symbols": ["Co", "C", "C", "N", "N", "C", "O", "C", "C", "C", "C", "C", "C", "C", "C", "C", "C", "C", "N", "H", "H", "H", "H", "H", "H", "H", "H", "H", "H", "H", "H", "S", "P", "S", "C", "C", "C", "C", "C", "C", "C", "C", "C", "C", "C", "C", "H", "H", "H", "H", "H", "H", "H", "H", "H", "H"],
  "coordinates": [[-0.976, -0.989, 0.074], [-4.629, 0.923, 0.551], [-3.315, 0.247, 0.698], [-2.625, -0.222, -0.279], [-3.000, -0.164, -1.584], [-2.094, -0.819, -2.283], [-1.057, -1.383, -1.726], [-2.260, -0.962, -3.736], [-3.400, -0.467, -4.368], [-3.539, -0.603, -5.738], [-2.546, -1.232, -6.478], [-1.411, -1.726, -5.849], [-1.266, -1.594, -4.479], [-2.662, 0.020, 2.004], [-3.204, 0.408, 3.210], [-2.520, 0.101, 4.384], [-1.330, -0.592, 4.310], [-0.839, -0.950, 3.061], [-1.480, -0.643, 1.939], [-4.903, 0.969, -0.498], [-4.573, 1.936, 0.956], [-5.401, 0.384, 1.103], [-4.166, 0.019, -3.781], [-4.422, -0.220, -6.231], [-2.658, -1.337, -7.549], [-0.641, -2.217, -6.429], [-0.390, -1.976, -3.974], [-4.145, 0.937, 3.235], [-2.927, 0.396, 5.342], [-0.772, -0.859, 5.196], [0.090, -1.492, 2.948], [1.080, -1.973, 0.406], [1.707, -0.060, 0.515], [0.070, 0.947, -0.149], [2.109, 0.427, 2.205], [1.557, 1.556, 2.799], [1.903, 1.888, 4.102], [2.793, 1.093, 4.808], [3.346, -0.038, 4.214], [3.007, -0.371, 2.914], [3.160, 0.242, -0.482], [3.319, -0.446, -1.683], [4.406, -0.165, -2.493], [5.324, 0.804, -2.110], [5.164, 1.493, -0.916], [4.083, 1.216, -0.095], [0.856, 2.171, 2.248], [1.478, 2.770, 4.563], [3.063, 1.353, 5.823], [4.042, -0.656, 4.765], [3.436, -1.254, 2.453], [2.599, -1.202, -1.970], [4.537, -0.702, -3.422], [6.173, 1.021, -2.745], [5.885, 2.243, -0.621], [3.964, 1.747, 0.840]],
  "atomic_forces_ev_per_a": [[0.1575, -0.1264, 0.0122], [0.0016, 0.0150, -0.0012], [0.0040, -0.0281, -0.0121], [-0.0736, 0.1022, 0.0293], [0.0342, 0.0326, -0.0435], [-0.0978, -0.1634, 0.0628], [0.0942, 0.1000, -0.0094], [0.0123, 0.0473, -0.0070], [0.0078, 0.0175, -0.0183], [-0.0009, -0.0111, 0.0077], [0.0003, 0.0031, -0.0015], [0.0009, -0.0118, -0.0037], [-0.0032, 0.0076, -0.0020], [0.0064, -0.0119, 0.0018], [0.0097, 0.0064, 0.0238], [-0.0256, 0.0163, -0.0222], [0.0274, -0.0120, -0.0068], [0.0087, 0.0132, 0.0319], [-0.0528, -0.0176, 0.0238], [0.0024, 0.0030, -0.0011], [-0.0122, 0.0003, -0.0051], [0.0051, -0.0061, 0.0031], [0.0030, -0.0005, 0.0012], [-0.0008, -0.0001, 0.0009], [0.0021, 0.0009, -0.0003], [-0.0014, -0.0016, 0.0006], [0.0015, 0.0006, -0.0024], [-0.0021, -0.0053, 0.0066], [-0.0003, 0.0016, -0.0004], [-0.0044, 0.0010, 0.0035], [0.0034, -0.0013, -0.0153], [-0.1651, 0.0065, -0.0203], [0.1804, 0.0012, 0.1070], [-0.1185, 0.0002, -0.0927], [0.0483, -0.0447, -0.0521], [-0.0259, 0.0385, 0.0029], [0.0031, -0.0084, -0.0060], [-0.0037, -0.0098, -0.0124], [-0.0022, 0.0101, 0.0135], [0.0019, -0.0097, -0.0012], [0.0106, 0.1146, 0.0400], [-0.0199, -0.0402, -0.0231], [-0.0112, -0.0057, 0.0132], [0.0000, 0.0110, 0.0137], [0.0169, -0.0017, -0.0143], [-0.0100, -0.0439, -0.0201], [0.0010, -0.0075, -0.0032], [0.0020, 0.0000, 0.0006], [-0.0010, 0.0021, -0.0002], [0.0001, -0.0001, -0.0013], [-0.0015, 0.0015, -0.0005], [-0.0031, 0.0093, -0.0078], [0.0029, 0.0024, -0.0014], [-0.0002, -0.0032, -0.0012], [-0.0026, 0.0000, 0.0033], [-0.0097, 0.0065, 0.0065]]
}


{
  "formula": "C26H22F6O5S",
  "method": "ωB97M-V/def2-TZVPD",
  "e_above_lowest_kj_mol": 0.0,
  "lumo_ev": -3.3338,
  "energy_ev": -64691.72289,
  "charge": 0,
  "spin_multiplicity": 1,
  "homo_energy_ev": -6.45,
  "symbols": ["F", "C", "F", "F", "C", "C", "C", "C", "C", "C", "C", "C", "C", "C", "F", "F", "F", "C", "C", "C", "C", "H", "H", "H", "H", "H", "H", "H", "H", "H", "C", "C", "O", "C", "C", "O", "C", "S", "C", "C", "C", "C", "C", "C", "O", "O", "O", "H", "H", "H", "H", "H", "H", "H", "H", "H", "H", "H", "H", "H"],
  "coordinates": [[-4.184, -2.119, -5.537], [-3.256, -1.197, -5.954], [-2.330, -1.870, -6.701], [-3.898, -0.326, -6.798], [-2.628, -0.481, -4.791], [-1.240, -0.510, -4.630], [-0.664, 0.086, -3.524], [-1.448, 0.722, -2.521], [-0.825, 1.300, -1.382], [-1.585, 2.099, -0.460], [-2.773, 1.603, 0.140], [-3.442, 2.291, 1.137], [-2.995, 3.563, 1.490], [-3.699, 4.329, 2.575], [-2.806, 4.845, 3.478], [-4.401, 5.390, 2.058], [-4.577, 3.552, 3.277], [-1.901, 4.152, 0.855], [-1.218, 3.435, -0.117], [-2.858, 0.803, -2.781], [-3.439, 0.213, -3.892], [-0.614, -0.987, -5.375], [0.420, 0.106, -3.414], [0.264, 1.356, -1.374], [-3.167, 0.640, -0.192], [-4.318, 1.858, 1.619], [-1.589, 5.165, 1.119], [-0.390, 3.899, -0.657], [-3.493, 1.362, -2.100], [-4.511, 0.307, -4.074], [2.253, 3.166, 2.371], [1.222, 2.417, 1.576], [1.765, 1.087, 1.349], [0.881, 0.075, 1.158], [1.637, -1.139, 0.751], [1.057, -2.230, 0.306], [-0.128, -2.766, 1.066], [3.163, -1.326, 1.843], [3.730, -3.039, 1.754], [4.023, -3.753, 2.920], [4.492, -5.065, 2.821], [4.715, -5.635, 1.563], [4.445, -4.900, 0.404], [3.948, -3.595, 0.500], [4.233, -0.474, 1.362], [2.634, -1.213, 3.194], [-0.341, 0.098, 1.352], [2.068, 4.237, 2.331], [2.183, 2.868, 3.418], [3.263, 2.973, 2.005], [0.273, 2.301, 2.109], [1.052, 2.877, 0.596], [-0.213, -3.791, 0.704], [0.081, -2.722, 2.141], [-0.991, -2.158, 0.790], [3.891, -3.287, 3.899], [4.712, -5.636, 3.726], [5.128, -6.649, 1.484], [4.641, -5.318, -0.584], [3.750, -2.993, -0.384]],
  "atomic_forces_ev_per_a": [[0.7690, 0.8856, -0.4565], [-0.2702, -0.3779, -0.7275], [-0.8984, 0.5329, 0.5577], [0.4325, -0.8387, 0.7078], [0.3110, -0.1890, -0.1581], [-0.1623, 0.1086, 0.1546], [0.1672, 0.1736, 0.3479], [-0.4271, -0.5548, -0.6199], [-0.4695, 0.4072, -0.5181], [-0.9354, 1.1476, 1.1050], [0.1761, -0.2455, -0.3447], [0.1081, 0.2411, -0.3583], [0.0545, 0.0219, 0.3189], [-0.2412, 0.3630, 0.5087], [-0.8136, -0.3002, -0.6772], [0.5064, -0.8470, 0.5980], [0.6625, 0.8018, -0.5866], [-0.1566, -0.1700, -0.1700], [0.1906, -0.6400, -0.2798], [0.0819, 0.0052, -0.0114], [0.3139, 0.1608, 0.3373], [-0.1131, 0.0046, 0.1119], [-0.2433, -0.1535, -0.0232], [-0.1615, -0.0441, 0.0874], [0.3613, 0.1467, 0.4352], [0.2879, 0.1204, -0.1383], [-0.1220, -0.3553, -0.1077], [-0.2004, -0.1242, 0.2628], [0.1309, -0.0816, -0.2353], [0.3212, -0.0850, 0.1127], [-0.0124, 0.1561, 0.4217], [0.1968, -0.7688, 0.0439], [-1.1128, 0.2817, -0.2520], [0.5775, -1.4366, 0.3156], [0.4285, 1.2124, 1.2589], [-0.9467, -0.7989, 0.6613], [0.5639, 0.2851, -0.6999], [-0.1852, -0.0694, -0.1328], [-0.0915, 0.0261, -0.3921], [-0.2237, 0.0404, 0.0630], [0.1361, 0.1585, -0.2372], [-0.0205, 0.0878, -0.0998], [-0.0073, 0.2452, 0.0901], [0.1733, -0.3176, 0.0812], [-0.6517, -0.5069, 0.4258], [0.4184, 0.3396, -0.3540], [1.3036, 0.5446, -1.1619], [-0.0510, 0.1113, -0.0589], [0.2249, -0.0407, -0.0344], [-0.1174, -0.0346, -0.0180], [0.0966, 0.2192, -0.1836], [0.0368, -0.1652, 0.1970], [-0.0420, 0.1181, 0.1527], [-0.0221, 0.0284, -0.2885], [0.1363, -0.2159, 0.2169], [-0.0989, -0.1063, -0.3701], [-0.0676, 0.2407, -0.3030], [-0.2581, 0.4503, 0.0384], [-0.0712, 0.0224, 0.3124], [0.0272, -0.2214, 0.0740]]
}